{
  "formula": "C5H8N2",
  "method": "ωB97M-V/def2-TZVPD",
  "species": ["C", "C", "C", "N", "C", "N", "C", "H", "H", "H", "H", "H", "H", "H", "H"],
  "coordinates": [[-1.82236, -0.15675, 0.34238], [-1.01535, -0.20629, -0.91053], [-0.54956, 1.11663, -1.01274], [0.66426, 1.14769, -0.46861], [0.99812, -0.14009, -0.00500], [2.25606, -0.28410, 0.60728], [0.11862, -1.02080, -0.58467], [-2.69152, 0.53443, 0.30695], [-2.12481, -1.10729, 0.78152], [-0.59571, 0.09137, 1.09388], [-1.11943, 2.01853, -1.21538], [1.25109, 1.95388, -0.31540], [2.23228, -0.31172, 1.62301], [2.66281, -1.14408, 0.26637], [-0.03457, -2.04081, -0.24300]],
  "forces_ev_per_a": [[0.8, 0.2, 1.3], [0.0, 0.2, -0.5], [0.1, -0.1, -0.1], [0.1, -0.1, 0.1], [0.9, 0.0, -1.5], [0.4, -0.3, 0.0], [0.1, 0.3, 0.9], [0.8, -0.2, 0.4], [0.0, -0.1, -0.2], [-3.7, 0.1, -0.4], [0.1, -0.2, 0.2], [0.0, -0.1, -0.1], [-0.2, 0.0, -0.2], [0.3, 0.0, 0.2], [0.3, 0.1, -0.1]],
  "nbo_charge": [-0.563, -0.225, 0.082, -0.503, 0.249, -0.852, -0.290, 0.207, 0.202, 0.093, 0.208, 0.421, 0.378, 0.380, 0.212],
  "orbital_gap_ev": 8.53,
  "homo_ev": -7.6,
  "e_lumo_ev": 0.95
}

=====

{
  "formula": "C4H4ClN",
  "method": "ωB97M-V/def2-TZVPD",
  "species": ["C", "C", "C", "N", "C", "Cl", "H", "H", "H", "H"],
  "coordinates": [[-1.95581, 0.52463, 0.72127], [-0.70546, 0.08772, 0.50099], [0.37933, 0.47916, 1.29447], [1.32217, 0.44495, 2.02442], [-0.41469, -0.87783, -0.52375], [0.77502, -0.15998, -1.58166], [-2.82714, -0.09857, 0.24268], [-2.17313, 1.16341, 1.47342], [-1.30238, -1.06011, -0.98632], [0.05194, -1.68176, 0.02960]],
  "forces_ev_per_a": [[-0.4, -3.9, -2.5], [-2.7, 1.9, 0.6], [4.8, -0.2, 4.0], [-3.6, 0.6, -2.9], [2.4, -0.1, 1.4], [0.6, 0.0, -1.1], [1.7, 1.7, 0.7], [-0.8, 2.0, 2.2], [-2.1, -1.2, -1.7], [0.0, -0.9, -0.6]],
  "nbo_charge": [-0.279, -0.151, 0.249, -0.271, -0.392, -0.018, 0.203, 0.204, 0.222, 0.233],
  "orbital_gap_ev": 10.50,
  "homo_ev": -10.4,
  "e_lumo_ev": 0.06,
  "smiles": "C=C(C#N)CCl"
}

=====

{
  "formula": "C5H12O2",
  "method": "ωB97M-V/def2-TZVPD",
  "species": ["C", "O", "C", "C", "C", "C", "O", "H", "H", "H", "H", "H", "H", "H", "H", "H", "H", "H", "H"],
  "coordinates": [[-1.70461, -0.94069, 1.15166], [-0.55225, -0.06540, 1.09686], [-0.14366, 0.66485, -0.24506], [-0.10164, 2.17084, 0.02516], [1.16349, 0.17236, -0.85383], [1.23068, -1.34694, -0.81173], [1.28818, -1.68841, 0.55212], [-2.61283, -0.36870, 1.37110], [-1.61894, -1.70072, 1.95445], [-1.84176, -1.50294, 0.22181], [-0.92668, 0.38065, -0.95206], [0.91532, 2.58625, 0.08326], [-0.56248, 2.25578, 1.00169], [-0.66261, 2.78473, -0.69106], [2.07428, 0.58845, -0.39555], [1.04043, 0.65206, -1.84179], [0.33928, -1.76666, -1.32003], [2.10419, -1.74918, -1.34959], [0.57160, -1.12632, 1.00257]],
  "forces_ev_per_a": [[-0.1, 0.3, -0.3], [0.2, 0.7, -1.0], [-0.7, -0.6, 1.1], [-0.2, -0.2, 0.3], [-0.3, 0.2, -0.1], [-0.1, 0.3, -0.3], [-0.3, -0.3, 0.3], [0.1, 0.1, -0.2], [0.5, 0.6, -0.3], [0.1, 0.2, 0.0], [-0.2, 0.1, 0.2], [-0.3, -0.4, 0.0], [-0.1, 0.5, 0.2], [0.0, -0.4, 0.1], [-0.5, -0.1, 0.1], [0.6, -0.5, -0.1], [0.1, 0.0, 0.2], [-0.2, 0.1, 0.4], [1.2, -0.8, -0.6]],
  "nbo_charge": [-0.258, -0.606, 0.131, -0.652, -0.455, -0.061, -0.758, 0.179, 0.203, 0.177, 0.181, 0.215, 0.242, 0.220, 0.215, 0.215, 0.140, 0.182, 0.490],
  "orbital_gap_ev": 10.60,
  "homo_ev": -9.6,
  "e_lumo_ev": 1.02,
  "smiles": "CO[C@@H](C)CCO"
}

=====

{
  "formula": "C6H16BrMnO2",
  "method": "ωB97M-V/def2-TZVPD",
  "species": ["Mn", "Br", "C", "C", "C", "O", "H", "H", "H", "H", "H", "H", "H", "H", "C", "C", "C", "O", "H", "H", "H", "H", "H", "H", "H", "H"],
  "coordinates": [[-0.21482, -1.44903, 0.95747], [0.43384, 0.26856, -0.63168], [3.77901, -1.86439, 2.96745], [2.28471, -1.82343, 3.25130], [2.02963, -0.89997, 4.42106], [1.57376, -1.35034, 2.07851], [4.22547, -0.92498, 2.63812], [3.96227, -2.67871, 2.25819], [4.37684, -2.16031, 3.82995], [1.96674, -2.83231, 3.50791], [0.97618, -0.75880, 4.69207], [2.40222, 0.11766, 4.26618], [2.49514, -1.21659, 5.35462], [2.13700, -0.67634, 1.65426], [-3.48525, 0.93972, -4.40889], [-2.29476, 1.51691, -3.66780], [-2.70265, 2.30883, -2.44378], [-1.38272, 0.47494, -3.34469], [-3.74715, 1.61422, -5.23341], [-4.38597, 0.84126, -3.79741], [-3.39203, 0.01314, -4.97849], [-1.84315, 2.19205, -4.40724], [-3.46742, 3.06176, -2.64172], [-1.83162, 2.79105, -1.98989], [-3.15458, 1.71289, -1.64207], [-0.74066, 0.78222, -2.69001]],
  "forces_ev_per_a": [[1.1, 1.1, -0.6], [-0.3, -0.9, 1.0], [0.2, -1.1, -0.5], [1.3, 0.4, 1.8], [-0.8, 0.9, 0.7], [-0.5, -0.1, -0.6], [-0.3, 0.1, -0.2], [0.2, 0.4, -0.3], [-0.4, 0.1, 0.3], [-0.4, 0.0, -0.4], [0.0, -0.3, -0.3], [0.2, -0.1, -0.4], [0.2, -0.4, -0.3], [-0.2, -0.1, 0.0], [-1.2, 0.1, -0.9], [-0.2, -0.1, -0.6], [-0.1, 0.2, 0.7], [0.1, -0.2, 0.2], [-0.1, 0.3, 0.4], [0.2, -0.1, 0.1], [0.8, -0.2, 0.6], [0.4, 0.1, 0.4], [0.3, 0.2, -0.3], [0.0, 0.2, -0.1], [0.1, -0.4, -0.3], [-0.3, 0.1, -0.4]],
  "nbo_charge": [1.577, -0.630, -0.657, 0.084, -0.653, -0.851, 0.226, 0.230, 0.256, 0.201, 0.218, 0.225, 0.251, 0.535, -0.635, 0.086, -0.634, -0.729, 0.218, 0.203, 0.233, 0.160, 0.229, 0.201, 0.199, 0.459],
  "orbital_gap_ev": [5.86, 5.74],
  "total_charge": 1,
  "homo_ev": [-12.1, -12.1],
  "e_lumo_ev": [-6.26, -6.38],
  "multiplicity": 6
}

=====

ΔE to the lowest compared entry with this formula, charge and spin (computed, kcal/mol): 102.36; 37.74; 46.50; 0.21